(1)
Molecular formula: C12H11F2N5O2S
Method: DFT, wB97M-V/def2-TZVPD

The geometry in XYZ format:
```
33
Properties=species:S:1:pos:R:3:forces:R:3:mulliken_charge:R:1
C 1.980246 2.721110 -1.235374 0.0807 -0.0625 -0.0616 -1.148
C 1.314907 1.417229 -1.498372 0.1128 0.0084 0.0043 0.597
N 0.029802 1.325446 -1.380907 0.4956 1.0924 0.1607 -0.877
N -0.598766 0.176646 -1.572077 -0.4842 -1.0976 -0.3992 -0.102
C 0.078489 -0.886028 -1.884162 -0.1603 0.1431 -0.0802 0.752
N 1.421202 -0.896268 -2.040998 0.0232 0.5706 0.3142 0.462
C 2.159617 0.286546 -1.861852 -0.2472 -0.5943 0.0182 0.737
O 3.365847 0.265678 -2.005998 0.1058 0.1631 -0.0262 -0.715
N 2.102280 -2.040377 -2.437291 0.2222 -0.3481 -0.3750 -1.171
H 1.998204 -2.788520 -1.755240 0.0557 0.2795 0.1375 0.252
H 3.084936 -1.767866 -2.521571 -0.2597 -0.0171 0.0954 0.289
S -0.756553 -2.421305 -2.016041 -0.0782 -0.3121 -0.1919 -0.177
C -2.434069 -1.889233 -1.563822 0.2209 0.1909 -0.1957 -0.595
H -2.859192 -1.317556 -2.388014 -0.0292 -0.0083 0.1710 0.352
C -2.532812 -1.036559 -0.299832 0.1325 -0.3925 -0.0347 0.415
O -3.439130 -0.260470 -0.151240 -0.2749 0.2429 -0.0039 -0.636
N -1.568405 -1.307571 0.628250 0.2201 -0.5592 0.1662 -0.146
C -1.149207 -0.438734 1.634744 0.1174 0.1808 0.1847 -0.172
C -1.988206 0.475107 2.263773 0.1192 -0.0903 -0.0428 -0.270
C -1.493292 1.320809 3.239514 0.2862 0.1002 0.1818 -0.798
C -0.157731 1.249255 3.591628 -0.1566 -0.1479 -0.2087 0.429
C 0.712556 0.359658 2.984007 -0.0879 0.0362 0.0202 -0.724
C 0.194938 -0.464118 2.009706 -0.2865 0.1387 -0.0020 0.881
F 1.022993 -1.327991 1.363162 -0.1107 0.0569 0.0539 -0.379
H 1.755286 0.319226 3.252344 0.1103 -0.0113 0.0279 0.473
F 0.321164 2.067153 4.546432 0.0129 0.0001 0.0018 -0.327
H -2.135539 2.034908 3.728492 -0.0514 0.0807 0.0639 0.440
H -3.020370 0.527014 1.961972 -0.0492 -0.0177 0.0109 0.473
H -0.876444 -2.000150 0.362750 -0.1983 0.2173 -0.0007 0.326
H -3.002539 -2.812290 -1.436671 0.0392 -0.0007 -0.0261 0.417
H 2.545479 3.027004 -2.114333 0.0796 0.0885 -0.0110 0.315
H 1.235375 3.470133 -0.987397 -0.0400 0.0087 0.0079 0.348
H 2.688934 2.612114 -0.415581 0.0799 0.0607 0.0391 0.278
```
Forces are in eV/Å.

Summary:
Kohn-Sham gap (Eh): 0.3263
F_max (eV/A): 1.26
Spin multiplicity: 1
SMILES string: Cc1nnc(SCC(=O)Nc2ccc(F)cc2F)n(N)c1=O

(2)
Molecular formula: C54H65Br2F6N7O5
Method: DFT, wB97M-V/def2-TZVPD

The geometry in XYZ format:
```
139
Properties=species:S:1:pos:R:3:forces:R:3:mulliken_charge:R:1
C -4.541130 2.523456 -3.430727 -1.9746 0.9148 0.0993 0.018
C -3.446086 2.103391 -3.313337 1.6684 -0.7354 0.0794 -0.295
C -2.137983 1.481171 -3.311973 0.3436 -0.6043 0.1939 -2.207
C -1.702218 0.833519 -2.000697 0.1860 -0.3401 0.4449 0.914
C -2.165775 -0.457568 -1.702814 0.1387 0.1178 0.1479 0.665
C -3.145690 -1.190025 -2.605063 0.9287 0.4563 0.5191 -2.084
C -2.405825 -2.195428 -3.492048 -0.4208 -0.2978 -0.1491 -1.188
C -2.922591 -2.337847 -4.921502 0.3588 -0.4535 0.3352 0.597
F -2.259880 -1.450292 -5.713432 -0.1521 0.2504 -0.1987 -0.307
Br -4.832416 -2.061041 -5.083558 0.2375 0.1622 -0.0846 -0.034
C -2.595195 -3.763635 -5.453203 -0.5931 0.0913 -0.1200 0.588
F -1.335357 -4.084529 -5.142738 0.2450 0.0932 -0.1157 -0.195
F -3.387044 -4.665364 -4.843411 0.0901 0.0372 0.0431 -0.202
Br -2.866948 -3.900643 -7.362173 0.1501 -0.0696 0.0321 -0.113
C -1.704388 -1.131760 -0.548408 -0.0002 0.5786 0.0777 -0.313
N -2.159066 -2.426082 -0.251204 -0.2480 0.2796 0.1737 -0.461
C -0.746961 -0.491718 0.244386 -0.0738 -0.1069 -0.2324 0.821
C -0.287514 0.797947 -0.048456 -0.2724 0.2460 -0.5223 0.715
C -0.787627 1.502536 -1.144811 -0.1501 -0.5846 -0.3544 1.210
C -0.408811 2.920388 -1.467900 -0.3730 0.3748 0.5255 -1.487
C -1.550042 3.896010 -1.070459 0.4522 -0.0662 0.2720 -1.124
O -2.282548 3.305778 -0.009341 -0.3308 -0.3787 -0.4819 -0.056
C -3.563007 3.822456 0.213807 0.7092 0.5284 0.5337 -0.728
C -4.390798 2.774166 0.907271 -0.2461 -0.3664 -0.1617 0.889
F -4.712151 1.726897 0.123185 0.1185 0.2225 0.0518 -0.256
F -3.759080 2.280625 1.980831 -0.1302 0.1042 -0.0285 -0.242
F -5.550091 3.334806 1.317405 0.1352 -0.1044 -0.1683 -0.323
C 0.745922 1.375766 0.869559 -0.3290 -0.4030 0.1505 0.039
O 0.755415 2.547159 1.180836 0.2395 0.4533 0.0206 -0.794
C 1.729031 0.401999 1.425881 -0.0719 -0.1655 -0.2341 0.490
C 3.153014 0.828695 1.681698 -0.3122 -0.2785 -0.1837 -1.474
C 3.668411 1.949845 0.824573 0.9580 0.5089 -0.1957 0.280
O 3.992045 1.485051 -0.477791 -0.3528 -0.5211 0.0973 -0.577
C 3.638110 2.377372 -1.506439 0.2805 0.5275 -0.2156 0.762
C 4.416340 3.704421 -1.481360 -0.6817 0.0621 0.2636 -1.033
C 1.266840 -0.826916 1.691732 0.4409 0.0768 0.2574 0.383
C 2.078600 -1.963299 2.223638 0.2376 -0.3428 -0.8737 -1.325
C 2.347385 -2.992681 1.074504 -0.5089 0.1138 0.2191 -0.584
C 2.110575 -4.451828 1.456274 0.2551 0.2103 -0.3678 -1.101
C 0.645849 -4.856565 1.491899 0.3539 -0.4346 -0.2528 0.329
O 0.482579 -6.050391 0.730799 0.0556 0.0292 0.2728 -0.360
C -0.867921 -6.449079 0.699193 -0.1920 -0.1968 -0.0541 -0.727
C -0.158394 -1.144360 1.431007 -0.0518 0.4891 -0.1098 -0.125
O -0.774490 -1.884525 2.166671 -0.1358 -0.5575 0.0979 -0.644
H -5.518932 2.928848 -3.458704 -0.1728 0.0405 -0.0874 0.470
H -1.388741 2.172516 -3.672755 0.1002 0.2248 0.0219 0.444
H -2.163805 0.695004 -4.061315 0.0130 -0.1200 -0.2431 0.503
H -3.697229 -0.455455 -3.167805 -0.3006 0.0212 -0.2264 0.818
H -3.838040 -1.730386 -1.972354 -0.4419 0.0338 -0.1323 0.651
H -1.351325 -1.956184 -3.582479 0.1665 0.1630 -0.0695 0.443
H -2.438837 -3.175622 -3.028779 -0.0414 -0.1516 0.1441 0.496
H -3.163690 -2.487402 -0.355094 -0.0037 -0.1572 -0.2519 0.209
H -1.964516 -2.670636 0.711998 0.2047 0.0314 0.0245 0.284
H -0.150666 3.016031 -2.516418 -0.0826 0.1779 -0.1655 0.654
H 0.446769 3.255490 -0.909576 0.3898 -0.2612 0.1699 -0.122
H -2.176618 4.154097 -1.922535 -0.3178 -0.1245 -0.0377 0.439
H -1.100713 4.809191 -0.676924 0.0476 0.2562 -0.2180 0.624
H -3.505154 4.655125 0.923210 -0.0851 0.1322 0.0305 0.247
H -4.049570 4.196832 -0.681598 -0.2007 -0.2631 -0.2957 0.382
H 3.303134 1.052262 2.734537 -0.0231 0.1991 0.2056 0.449
H 3.790819 -0.021345 1.456508 0.1475 -0.1523 0.0633 0.432
H 4.597634 2.313222 1.271477 0.0654 0.0978 0.1625 0.132
H 3.004940 2.805213 0.765157 -0.2378 -0.0105 -0.0074 -0.157
H 2.570267 2.582490 -1.464221 -0.3246 0.0023 0.0671 -0.651
H 3.817012 1.877972 -2.451727 0.1083 -0.3512 -0.0176 0.546
H 4.869268 3.917279 -2.440902 0.2859 0.0030 -0.0876 0.335
H 3.737791 4.525366 -1.256844 -0.0495 0.1752 -0.0048 0.339
H 5.158369 3.714096 -0.691710 0.3643 -0.1387 -0.0738 0.072
H 1.553642 -2.467963 3.025841 -0.0733 0.0840 0.2716 0.442
H 3.045791 -1.606074 2.544367 0.0613 0.0342 0.5526 0.582
H 1.693030 -2.767393 0.231146 -0.0690 0.0459 -0.1555 0.357
H 3.355046 -2.855799 0.697834 0.2357 0.0300 0.0183 0.495
H 2.607430 -4.671055 2.396247 0.0968 -0.1288 0.1720 0.288
H 2.573227 -5.067188 0.688254 0.1146 -0.1785 -0.0213 0.433
H 0.035742 -4.084346 1.030964 -0.2794 0.2564 0.1771 -0.131
H 0.335269 -5.062619 2.516312 -0.3429 0.2280 0.1066 0.314
H -1.418026 -5.957259 -0.106548 0.0064 0.1374 -0.1051 0.216
H -0.910986 -7.521991 0.545537 0.0951 -0.1475 -0.1570 0.252
H -1.389553 -6.234362 1.633838 0.0645 0.0841 0.1872 0.362
N 0.260380 -9.303959 -2.795281 0.0163 -0.0418 0.0378 0.008
C 0.929775 -8.778569 -1.723905 -0.0038 0.0641 -0.0542 -0.560
C 0.906555 -9.706898 -0.718690 -0.0057 -0.0312 0.0119 -0.335
C 0.196722 -10.839747 -1.204831 0.0001 0.0058 0.0130 -0.449
C -0.187915 -10.560270 -2.488546 -0.0186 0.0289 -0.0312 -0.508
H 0.118422 -8.838028 -3.671534 0.0057 0.0052 -0.0128 0.193
H 1.360475 -7.792821 -1.766962 -0.0155 0.0124 0.0560 0.458
H 1.348731 -9.587563 0.256111 0.0044 0.0125 0.0037 0.424
H -0.007034 -11.753420 -0.672272 0.0018 -0.0072 0.0002 0.389
H -0.738644 -11.143701 -3.206032 -0.0064 -0.0126 0.0096 0.382
N 2.681531 5.278206 2.014845 -0.1914 -0.1628 -0.1619 0.058
C 2.385802 6.517383 1.523226 0.0740 0.0009 0.0641 -0.399
C 3.289310 7.403250 2.050954 0.0336 0.0033 -0.0250 -0.831
C 4.167803 6.662482 2.888336 -0.0194 0.0264 0.0049 -0.291
C 3.760757 5.354366 2.842270 0.0869 -0.0452 0.0523 -0.350
H 2.175981 4.434276 1.798190 -0.1095 -0.0016 0.0643 0.333
H 1.565697 6.662447 0.841433 -0.0149 0.0193 0.0147 0.418
H 3.321361 8.461614 1.855241 0.0077 0.0077 0.0001 0.412
H 4.998878 7.047546 3.456130 0.0048 0.0194 -0.0114 0.410
H 4.142547 4.469636 3.324282 -0.0264 -0.0169 -0.0152 0.285
N -5.622340 3.402511 6.567285 -0.0136 0.0142 -0.0414 -0.001
C -5.131148 3.259260 5.297450 0.0238 -0.0013 0.0426 -0.692
C -6.195075 3.211172 4.437598 -0.0462 0.0003 0.0984 0.274
C -7.375934 3.331733 5.221416 0.0146 0.0075 0.0065 -0.941
C -6.989254 3.448912 6.529464 0.0145 -0.0050 0.0288 -0.393
H -5.065473 3.461942 7.398581 0.0083 0.0040 0.0105 0.173
H -4.071529 3.203370 5.115369 -0.0010 -0.0181 -0.0212 0.407
H -6.134551 3.100894 3.371415 -0.0369 -0.0123 0.0716 0.400
H -8.391966 3.332297 4.864048 -0.0057 -0.0008 -0.0018 0.376
H -7.565620 3.560852 7.431613 -0.0148 -0.0049 -0.0044 0.382
N 6.231130 3.611838 5.000809 -0.0736 0.0523 0.0296 0.060
C 6.584713 2.860286 3.917179 -0.0657 0.0099 -0.0455 -0.429
C 7.299640 1.781868 4.371833 0.0312 0.0151 -0.0021 -0.322
C 7.377719 1.893933 5.788122 -0.0089 -0.0275 -0.0098 -0.696
C 6.703133 3.030734 6.144775 0.0281 -0.0045 -0.0556 -0.624
H 5.700630 4.463165 4.958350 0.0119 0.0278 0.0353 0.197
H 6.296140 3.154705 2.921428 -0.0030 0.0093 0.0070 0.497
H 7.717652 0.997105 3.761504 -0.0215 -0.0315 0.0169 0.493
H 7.867004 1.214164 6.464712 0.0038 -0.0069 0.0003 0.420
H 6.519098 3.472336 7.108690 0.0208 -0.0032 0.0092 0.390
N -8.693712 -4.494921 -5.609093 -0.0266 0.0210 0.0185 0.012
C -8.195155 -3.258744 -5.303101 0.0390 -0.0034 -0.0207 -0.108
C -9.254506 -2.431882 -5.041363 -0.0061 0.0037 0.0088 -0.277
C -10.439874 -3.201945 -5.193676 -0.0032 0.0114 0.0037 -0.513
C -10.060011 -4.469699 -5.543191 0.0290 -0.0280 -0.0170 -0.484
H -8.141097 -5.296993 -5.846983 0.0124 -0.0091 0.0017 0.192
H -7.133108 -3.076197 -5.298417 -0.2296 -0.1060 -0.0191 -0.016
H -9.188867 -1.391518 -4.770170 -0.0014 0.0038 0.0037 0.382
H -11.453399 -2.863014 -5.061308 -0.0050 0.0011 0.0024 0.396
H -10.641524 -5.351624 -5.749092 -0.0163 0.0061 -0.0014 0.374
N 8.331253 2.969700 1.092151 -0.0089 -0.0320 -0.0425 0.053
C 8.618407 4.227091 0.638428 -0.0065 -0.0088 0.0385 -0.538
C 8.461631 4.228689 -0.722384 -0.0238 -0.0006 -0.0173 -0.469
C 8.060519 2.919254 -1.103629 0.0131 0.0075 0.0002 -0.568
C 7.988411 2.166910 0.038558 0.0019 -0.0127 0.0389 -0.405
H 8.366604 2.680463 2.053993 0.0400 0.0386 0.0239 0.272
H 8.906522 5.009352 1.319449 0.0116 0.0086 -0.0088 0.403
H 8.615072 5.073727 -1.372213 -0.0002 0.0072 -0.0026 0.404
H 7.848336 2.571213 -2.100550 -0.0075 -0.0056 -0.0049 0.468
H 7.721523 1.135002 0.190743 -0.0056 -0.0076 -0.0223 0.411
```
Forces are in eV/Å.

Summary:
Kohn-Sham gap (Eh): 0.2670
F_max (eV/A): 2.18
Spin multiplicity: 1
SMILES string: C#CCc1c(CC[C@](F)(Br)C(F)(F)Br)c(N)c2c(c1CCOCC(F)(F)F)C(=O)C(CCOCC)=C(CCCCOC)C2=O.c1cc[nH]c1.c1cc[nH]c1.c1cc[nH]c1.c1cc[nH]c1.c1cc[nH]c1.c1cc[nH]c1

(3)
Molecular formula: C2H3FO3S
Method: DFT, wB97M-V/def2-TZVPD

The geometry in XYZ format:
```
10
Properties=species:S:1:pos:R:3:forces:R:3:mulliken_charge:R:1
C -3.992214 3.511449 0.110729 -0.4982 0.6176 0.5211 -0.385
C -3.179478 2.870798 0.714315 1.0168 -1.0456 -0.3329 -0.342
O 2.634189 -2.691305 -3.299442 0.3924 -0.1245 -0.9500 -0.339
O 2.676567 -2.470730 -0.874594 -0.1652 0.0702 -0.2715 -0.412
O 2.612934 -2.059712 1.869965 0.5622 -0.0613 -0.1570 -0.223
F 1.541924 -1.175204 1.756193 -1.3111 0.7338 0.4530 -0.143
S 1.918983 -2.527491 -2.092434 -0.1938 0.1006 1.0415 0.701
H -4.765801 4.190068 -0.197458 0.2991 -0.3362 -0.1483 0.360
H 2.939220 -1.832222 0.988111 0.7125 -0.7163 -0.1182 0.416
H -2.386325 2.184349 1.024615 -0.8147 0.7616 -0.0377 0.367
```
Forces are in eV/Å.

Summary:
Kohn-Sham gap (Eh): 0.3384
Energy relative to the best compared isomer or geometry (same formula, charge and spin) (kJ/mol): 561.0
F_max (eV/A): 1.57
Spin multiplicity: 1

- Kohn-Sham gap of number 3 (C2H3FO3S)?
  0.3384 Eh